Entry 1:
{"formula": "C4H6GdO3", "method": "the ωB97M-V functional and the def2-TZVPD basis", "lumo_ev": [2.0, 1.9], "largest_force_ha_per_bohr": 0.0856, "total_charge": -1, "multiplicity": 8, "homo_energy_ev": [-1.72, -1.73], "orbital_gap_ev": [3.68, 3.62], "symbols": ["C", "C", "H", "O", "Gd", "O", "H", "C", "H", "C", "H", "H", "O", "H"], "coordinates": [[1.6002, -0.1393, 0.5659], [-1.8953, 2.2928, -0.9105], [2.7001, -0.4219, 0.5285], [2.6331, -2.8002, 0.6600], [2.5546, -3.8245, -1.4870], [-3.2445, 2.4014, -1.2574], [-1.4780, 3.3119, -0.9025], [1.0493, -1.2010, 1.1865], [0.0974, -1.0986, 1.7191], [-1.1653, 1.1841, -0.6995], [1.4727, 0.8436, 1.0204], [-3.7697, 1.6663, -0.8733], [1.2912, -2.5239, 1.0488], [-1.8458, 0.3093, -0.5992]]}

Entry 2:
{"formula": "C4H6HgO3", "method": "the ωB97M-V functional and the def2-TZVPD basis", "lumo_ev": [6.9, 6.6], "largest_force_ha_per_bohr": 0.0805, "total_charge": -2, "multiplicity": 3, "homo_energy_ev": [2.07, 1.78], "orbital_gap_ev": [4.85, 4.84], "symbols": ["H", "O", "C", "H", "C", "C", "H", "O", "H", "Hg", "H", "O", "H", "C"], "coordinates": [[0.2812, -1.5509, -0.5715], [-1.6662, 0.2896, 0.2407], [-1.1777, -0.9325, 0.9420], [-2.1215, -1.3565, 1.3361], [-0.6790, -1.8843, -0.1366], [2.1281, 1.6791, -0.9134], [2.1158, 2.6815, -0.4366], [-1.4543, 2.4055, -0.2487], [-0.4942, -2.8779, 0.3082], [0.9226, 0.0694, 1.7752], [-1.3786, -2.0259, -0.9931], [1.2450, 0.8508, -0.4915], [3.1564, 1.2693, -0.9829], [-0.8775, 1.3828, 0.1721]]}

Entry 3:
{"formula": "C4H6I2", "method": "the ωB97M-V functional and the def2-TZVPD basis", "lumo_ev": [-0.5, -0.5], "largest_force_ha_per_bohr": 0.2037, "smiles": "C=C(I)[C@@H](C)I", "multiplicity": 1, "homo_energy_ev": [-8.79, -8.79], "relative_energy_kj_mol": 107.7, "orbital_gap_ev": [8.29, 8.29], "symbols": ["H", "H", "H", "C", "H", "C", "C", "C", "H", "H", "I", "I"], "coordinates": [[1.7727, -0.6721, -1.7361], [-0.8374, -0.6391, -1.5374], [1.9019, -0.4699, -0.1384], [-0.3534, 0.8236, 1.6179], [1.2521, 0.9680, -1.0663], [1.2827, -0.1639, -0.9035], [-0.9505, 0.3672, 0.3191], [-0.1251, -0.4821, -0.6901], [-1.1065, 1.5892, 2.1256], [0.5209, 0.5676, 2.0389], [-3.0024, 0.7691, -0.1024], [-0.3551, -2.6576, 0.0724]]}

Entry 4:
{"formula": "C4H6IN2", "method": "the ωB97M-V functional and the def2-TZVPD basis", "lumo_ev": [-4.1, -7.7], "largest_force_ha_per_bohr": 0.0989, "total_charge": 1, "multiplicity": 3, "homo_energy_ev": [-12.11, -13.50], "relative_energy_kj_mol": 128.9, "orbital_gap_ev": [8.00, 5.79], "symbols": ["C", "C", "H", "H", "H", "H", "H", "N", "I", "C", "H", "C", "N"], "coordinates": [[0.4769, -0.2549, -0.6185], [-1.4146, 1.1516, -1.8525], [1.7273, -1.3143, 2.3098], [-2.1103, 1.6305, -1.1861], [1.7719, -1.6364, 0.0848], [1.0939, -0.4840, -1.5427], [-2.0125, 0.2740, -2.3189], [-0.0293, -0.1615, 2.3171], [-0.2676, 0.0540, 4.3123], [-0.3361, 0.5991, -1.1170], [-1.0486, 1.8883, -2.6707], [1.0074, -0.8158, 1.8166], [1.1417, -0.9306, 0.4658]]}